DFT (ωB97M-V/def2-TZVPD) results for a structure of composition C12H26F6GeN3O4S2V in a non-equilibrium geometry.

Output
2S+1 = 4
Frontier orbital gap (spin up / spin down) = 0.2799 / 0.2685 Eh
ΔE to the lowest compared entry with this formula, charge and spin = 102.53 kJ/mol
E_HOMO (spin up / spin down) = -5.17 / -5.49 eV
Total charge = -1

CARTESIAN COORDINATES (ANGSTROEM)
V 0.141 -0.014 1.966
C -0.094 -0.361 -2.002
N -0.323 -1.391 -1.004
C 0.392 -2.609 -1.322
C -1.727 -1.643 -0.746
C -2.023 -1.939 0.716
N -1.953 -0.762 1.613
C -2.515 -1.159 2.918
C -2.813 0.318 1.078
H -0.471 -0.655 -2.997
H 0.976 -0.171 -2.083
H -0.563 0.568 -1.687
H 0.056 -3.044 -2.280
H 0.242 -3.354 -0.538
H 1.461 -2.406 -1.389
H -2.091 -2.505 -1.331
H -2.309 -0.783 -1.075
H -1.325 -2.689 1.093
H -3.039 -2.351 0.781
H -3.580 -1.401 2.813
H -2.401 -0.343 3.627
H -1.976 -2.021 3.303
H -3.786 -0.100 0.788
H -2.341 0.812 0.235
H -2.951 1.079 1.840
F 1.581 -0.469 5.639
C 1.122 0.444 4.809
F 2.102 0.535 3.893
F 0.100 -0.893 3.634
S 0.103 2.443 1.596
O 0.061 1.369 0.467
O -1.294 2.665 2.035
N 0.666 3.740 0.801
S 1.071 5.033 1.566
O 1.846 5.904 0.725
O 1.517 4.850 2.928
C -0.500 5.998 1.766
F -1.252 5.552 2.770
F -0.205 7.286 2.025
F -1.239 5.977 0.645
C 0.555 -4.083 2.542
Ge 2.082 -3.006 1.964
C 3.246 -2.709 3.505
C 3.108 -4.061 0.667
C 1.549 -1.284 1.268
H 0.888 -4.981 3.063
H -0.058 -4.392 1.693
H -0.044 -3.477 3.224
H 3.770 -3.626 3.780
H 2.649 -2.375 4.350
H 3.981 -1.939 3.273
H 3.483 -4.974 1.132
H 3.959 -3.481 0.308
H 2.493 -4.340 -0.190
H 2.173 -0.850 0.482